This record from the Open Molecules 2025 dataset describes a structure of composition C12H28BiN5O5P2S. The level of theory is ωB97M-V/def2-TZVPD.

```
54
Properties=species:S:1:pos:R:3
Bi -0.43616 -1.98533 -1.75933
C -2.66677 2.44150 0.36346
N -2.75162 1.02109 0.00531
C -4.05215 0.66418 -0.58295
P -1.97176 -0.15051 0.82473
O -1.82992 -1.40181 0.00178
O -0.50486 0.52575 1.06135
P 0.69849 0.68390 0.03760
O 0.44661 -0.11298 -1.25249
N 0.78058 2.24187 -0.39580
C 1.12010 2.70125 -1.74402
C 1.13789 3.18973 0.66907
N 1.95630 0.10377 0.86245
C 3.26930 0.31811 0.23953
C 2.00456 -0.15338 2.30473
N -2.50497 -0.50880 2.29738
C -2.88577 -1.86290 2.71766
C -2.81435 0.55129 3.26045
H -2.82513 3.03452 -0.53690
H -1.68442 2.68282 0.75933
H -3.43098 2.71269 1.09477
H -4.17424 1.21364 -1.51557
H -4.87173 0.92728 0.08922
H -4.09922 -0.40129 -0.79424
H 0.85859 1.94440 -2.47743
H 2.18470 2.93268 -1.81670
H 0.54980 3.60232 -1.96703
H 0.94597 2.76246 1.65321
H 0.53254 4.09016 0.56578
H 2.19214 3.46618 0.60678
H 3.17239 0.37680 -0.84402
H 3.90185 -0.53916 0.45813
H 3.73920 1.22829 0.61671
H 1.01711 -0.39469 2.68570
H 2.40473 0.70806 2.84361
H 2.66242 -1.00535 2.47515
H -2.56833 -2.59068 1.97851
H -3.96699 -1.92249 2.84378
H -2.40386 -2.08871 3.66868
H -2.41019 1.50630 2.93369
H -2.35981 0.30582 4.21985
H -3.89218 0.65144 3.39504
S 3.43785 -1.73270 -4.69568
C 2.97804 -3.35535 -4.43982
C 1.89270 -3.41261 -3.63445
N 1.43412 -2.17932 -3.22861
C 2.17401 -1.20813 -3.71633
H 3.51711 -4.17213 -4.88657
H 1.39827 -4.31391 -3.30683
H 1.99262 -0.16642 -3.50811
O 2.52947 -2.50083 -0.63478
C 1.74370 -3.22722 -0.10027
O 0.42992 -3.21380 -0.34187
H 2.00233 -3.98782 0.64634
```

Properties
Charge: +2
Multiplicity: 1
Largest force on an atom, Eh/bohr: 0.00668
Kohn-Sham gap, eV: 8.87
Energy above the lowest of the compared OMol25 structures with the same formula, charge and spin, kcal per mole: 0.00
LUMO, eV: -6.162
E_HOMO, eV: -15.03

This record from the Open Molecules 2025 dataset describes a structure of composition C35H53BN12PSiW in a non-equilibrium geometry. The level of theory is ωB97M-V/def2-TZVPD.

```
104
Properties=species:S:1:pos:R:3
W 0.34247 -0.61902 -0.31366
C 1.67930 -2.28859 3.45241
C 1.10463 -1.29674 2.67504
N 1.07650 -1.68695 1.39125
N 1.61030 -2.92227 1.33438
C 1.98848 -3.30407 2.55813
B 1.79729 -3.59842 -0.05995
N 0.36003 -3.63907 -0.70562
C -0.32682 -4.67309 -1.20986
C -1.59699 -4.24863 -1.56223
C -1.61482 -2.89842 -1.25730
N -0.43006 -2.53839 -0.74294
N 2.68681 -2.60720 -0.86490
C 3.92096 -2.70755 -1.38175
C 4.33863 -1.45506 -1.80078
C 3.28267 -0.61036 -1.51575
N 2.28169 -1.30274 -0.94843
N 2.32565 -4.98286 0.10188
C 1.71611 -6.00217 0.78174
C 2.56505 -7.07112 0.78123
C 3.69789 -6.61760 0.07077
N 3.55496 -5.37166 -0.32754
H 1.85204 -2.27862 4.51373
H 0.71144 -0.33500 2.96211
H 2.45543 -4.26208 2.71820
H 0.12375 -5.64834 -1.28579
H -2.38914 -4.83906 -1.98668
H -2.39809 -2.17062 -1.39376
H 4.40707 -3.66775 -1.39851
H 5.27850 -1.20285 -2.25788
H 3.17850 0.44684 -1.70010
H 0.73618 -5.88691 1.21750
H 2.40494 -8.03918 1.22178
H 4.60333 -7.15518 -0.16006
C -1.67962 -0.20219 -3.48663
Si 0.08755 -0.45039 -2.95172
C 0.78542 -2.00031 -3.72616
C 1.13061 1.02791 -3.41002
C 2.26535 0.87125 -4.21388
C 3.00748 1.97170 -4.61821
C 2.62680 3.24918 -4.22861
C 1.49595 3.42575 -3.44301
C 0.75603 2.32324 -3.03919
H -1.66399 0.07470 -4.54362
H -2.16640 0.59965 -2.93131
H -2.27778 -1.10962 -3.39330
H 0.80643 -1.86691 -4.81121
H 0.15946 -2.87051 -3.52426
H 1.80220 -2.22199 -3.39822
H 2.57750 -0.11635 -4.53069
H 3.87726 1.83413 -5.24703
H 3.20269 4.10686 -4.54973
H 1.18889 4.42457 -3.15809
H -0.14006 2.46620 -2.44313
N -0.82970 0.82521 -0.46322
P -1.22100 1.53041 0.93926
N 0.16382 2.10758 1.64008
C 0.15649 3.16999 2.67750
C 1.40480 4.04750 2.57733
C 1.75963 4.30350 1.11908
C 2.14782 2.98807 0.41760
C 1.49760 1.80480 1.12782
N -2.24131 2.79279 0.81990
C -1.84901 3.86085 -0.13210
C -2.83928 3.91297 -1.28392
C -4.22607 4.33147 -0.76174
C -4.39539 3.96094 0.71839
C -3.70214 2.64784 1.04543
N -1.86959 0.39679 1.96113
C -2.90235 -0.54946 1.49085
C -2.66309 -1.90143 2.14991
C -2.50141 -1.74879 3.67994
C -2.80264 -0.32476 4.14329
C -1.94649 0.70420 3.41134
H 0.09314 2.72085 3.67123
H -0.73969 3.77151 2.52648
H 2.24728 3.57285 3.08700
H 1.21054 4.98108 3.10377
H 2.57946 5.01544 1.04244
H 0.89987 4.75361 0.61715
H 3.23017 2.84731 0.42334
H 1.82911 3.01297 -0.62419
H 2.12573 1.41656 1.93254
H 1.42869 0.97017 0.39209
H -0.83396 3.65969 -0.48163
H -1.82321 4.81955 0.39212
H -2.88451 2.91998 -1.74074
H -2.48519 4.60240 -2.05020
H -5.00350 3.85402 -1.35883
H -4.35985 5.40708 -0.87615
H -5.45021 3.87299 0.97602
H -3.98462 4.74423 1.35924
H -4.11821 1.85605 0.41467
H -3.88020 2.37756 2.08632
H -2.84622 -0.62164 0.40396
H -3.90028 -0.17958 1.73598
H -1.75882 -2.34489 1.72418
H -3.49358 -2.56563 1.90578
H -1.48340 -2.01278 3.97555
H -3.16427 -2.43897 4.19943
H -2.59977 -0.22740 5.20998
H -3.86234 -0.09912 4.01089
H -0.93463 0.68848 3.82240
H -2.34462 1.70904 3.58266
```

Properties
Charge: +2
Multiplicity: 2
Largest force on an atom, Eh/bohr: 0.03935
Kohn-Sham gap (spin up / spin down), eV: 6.48 / 6.82
LUMO (spin up / spin down), eV: -6.954 / -6.607
E_HOMO (spin up / spin down), eV: -13.43 / -13.43

This record from the Open Molecules 2025 dataset describes a structure of composition C21H37AlCl6F13NNaO12P2Si in a non-equilibrium geometry. The level of theory is ωB97M-V/def2-TZVPD.

```
95
Properties=species:S:1:pos:R:3
C -1.02326 2.69747 -1.83458
C -0.45169 3.28394 -2.86463
Si 0.30899 2.39282 -4.30721
C -0.30476 0.61328 -4.56714
C 0.03187 -0.41193 -3.45923
C 1.49025 -0.45395 -3.04870
F 1.77326 0.33636 -2.04183
F 1.74957 -1.71649 -2.56958
F 2.34165 -0.27934 -4.04538
C 0.08083 3.33384 -5.99475
F 0.12774 2.42431 -7.05811
F -1.06136 3.99789 -6.05505
C 1.26042 4.31051 -6.18842
F 1.29668 5.22205 -5.20876
F 2.43679 3.64750 -6.17433
H -1.12889 3.26842 -0.92004
H -1.41813 1.68481 -1.87812
H -0.39685 4.37476 -2.85588
H 1.76625 2.35086 -4.06171
H 0.01979 0.29153 -5.56331
H -1.40137 0.68001 -4.60434
H -0.19224 -1.40885 -3.86191
H -0.58737 -0.28187 -2.57165
H 1.15680 4.80506 -7.15190
C 2.52132 -4.59068 -5.18458
N 1.17763 -4.76154 -4.56948
O 1.09321 -5.46744 -3.59834
O 0.27184 -4.15893 -5.11726
H 3.25646 -5.16420 -4.62701
H 2.44869 -4.96084 -6.20806
H 2.75628 -3.52332 -5.14257
O -0.61148 -1.27103 0.93961
P 0.03300 -2.21250 1.93362
O -0.81009 -3.56065 1.52525
C -0.55647 -4.18071 0.26265
C 0.87010 -4.68044 0.14015
O -0.85728 -1.67857 3.22917
C -1.18189 -0.27031 3.32329
C -2.61830 -0.02785 2.91555
O 0.97259 -3.13697 3.02808
C 0.41722 -3.81520 4.18383
C -0.30357 -5.10734 3.87783
H -0.79119 -3.48138 -0.54391
H -1.24942 -5.01788 0.18256
H 1.57999 -3.84364 0.12808
H 0.99858 -5.24904 -0.78115
H 1.13748 -5.31628 0.98370
H -0.49909 0.32680 2.70464
H -1.04299 0.03375 4.33614
H -2.87166 -0.53980 1.98635
H -2.79204 1.03975 2.78509
H -3.30072 -0.40858 3.67749
H -0.20317 -3.15133 4.77676
H 1.28268 -4.04662 4.80828
H -1.29612 -4.92649 3.46985
H -0.43315 -5.67827 4.79896
H 0.25291 -5.71363 3.16348
Al 2.64949 -3.13368 -7.52148
C 0.39492 -2.50527 7.84868
Cl 0.99735 -4.16016 7.70359
Cl -1.19392 -2.31764 7.09462
H 0.31392 -2.25643 8.90124
H 1.09460 -1.83434 7.36193
C -3.65252 4.36332 0.83622
Cl -2.48765 5.40935 0.03474
Cl -2.91941 2.79792 1.23681
H -3.99681 4.84437 1.74503
H -4.48817 4.18546 0.16594
C 4.63837 -3.19585 8.76124
O 5.17657 -3.51809 7.71319
O 5.00912 -3.54583 9.90216
O 3.63001 -2.46385 8.86252
C 1.63659 4.21500 -10.73903
Cl 1.94104 3.02588 -12.01331
Cl 1.02736 3.44826 -9.26627
H 2.56560 4.72550 -10.51007
H 0.89886 4.92613 -11.09392
F -4.63360 4.15048 -2.54025
P -3.98660 4.84680 -3.88761
F -3.90895 6.46601 -4.10200
F -3.83070 4.74158 -5.51571
F -5.59016 4.99701 -4.16598
F -3.17684 3.42211 -4.07213
F -2.74506 5.26728 -2.89794
Na 1.61426 -0.83728 3.54140
C 1.33597 1.88188 8.38813
C -0.12129 2.25756 8.30036
O -0.45181 1.88200 6.95492
C 0.41592 0.94333 6.56886
O 0.30292 0.30123 5.55765
O 1.42605 0.79950 7.44669
H 1.63151 1.55912 9.38299
H 1.99915 2.68526 8.06475
H -0.74672 1.68649 8.98803
H -0.29564 3.31774 8.46251
```

Properties
Charge: +1
Multiplicity: 1
Largest force on an atom, Eh/bohr: 0.19423
Kohn-Sham gap, eV: 2.57
Energy above the lowest of the compared OMol25 structures with the same formula, charge and spin, kcal per mole: 73.21
LUMO, eV: -7.523
E_HOMO, eV: -10.09

This record from the Open Molecules 2025 dataset describes a cluster of 4 separate species, C3H15NO3 in total in a non-equilibrium geometry. The level of theory is ωB97M-V/def2-TZVPD.

```
22
Properties=species:S:1:pos:R:3
C 0.68512 -0.89512 -0.84487
N 0.98585 0.46971 -0.49630
C 2.37455 0.85597 -0.74136
C 0.54824 0.86457 0.82571
H 1.31670 -1.21147 -1.67235
H 0.86521 -1.64941 -0.05410
H -0.37405 -1.00876 -1.09865
H 2.54236 1.92776 -0.83467
H 2.79532 0.28525 -1.55944
H 2.95417 0.62634 0.17788
H 0.08075 1.85125 0.88180
H -0.20227 0.18965 1.24191
H 1.38578 0.87861 1.53820
H -0.44227 -2.64350 2.11480
H -1.64885 -1.75339 1.82883
O -1.37569 -2.52154 2.33675
H -1.86337 1.22144 -2.30660
H -0.73548 1.33310 -1.40647
O -1.69021 1.46339 -1.39672
H -2.11162 0.15095 0.05085
H -3.49687 -0.04836 0.74138
O -2.59334 -0.38643 0.67341
```

Properties
Multiplicity: 1
Largest force on an atom, Eh/bohr: 0.03010
Kohn-Sham gap, eV: 9.59
Energy above the lowest of the compared OMol25 structures with the same formula, charge and spin, kcal per mole: 25.45
LUMO, eV: 0.613
SMILES: CN(C)C.O.O.O
E_HOMO, eV: -8.98

This record from the Open Molecules 2025 dataset describes a structure of composition C12H15ClN2O2SZr in a non-equilibrium geometry. The level of theory is ωB97M-V/def2-TZVPD.

```
34
Properties=species:S:1:pos:R:3
Cl 2.38730 -0.78985 -1.44346
C -0.77479 -2.65465 -2.24860
C -1.60296 -2.80910 -1.07315
C -0.81310 -3.43969 -0.06001
H -2.67943 -2.62934 -1.02858
C 0.51994 -3.64143 -0.58180
C 0.50852 -3.22083 -1.95103
H 1.31981 -3.37979 -2.65513
H -1.11757 -2.28100 -3.21842
H -1.15542 -3.81152 0.91398
C 1.65816 -4.22839 0.18222
Zr 0.18099 -1.27064 -0.52417
C -1.97340 -0.36104 0.43353
C -0.26297 0.65799 -1.77029
O -2.99277 -0.05060 0.87644
O -0.34527 1.63843 -2.37806
H 1.58149 -4.00200 1.26061
H 2.62533 -3.82404 -0.15421
H 1.66944 -5.31947 0.05606
S 0.96858 -0.06752 1.66659
C 0.50445 1.59100 1.33555
N 1.29077 2.41255 0.63289
C 1.00266 3.81042 0.31319
C -0.13915 4.32242 1.16379
C -1.22449 3.26647 1.25437
N -0.63471 2.06768 1.86976
H 2.11322 1.98245 0.22620
H 0.74071 3.88319 -0.74895
H 1.91208 4.39420 0.48300
H -0.54919 5.23991 0.72714
H 0.23233 4.56311 2.16439
H -1.59996 3.00648 0.25420
H -2.05315 3.59733 1.88487
H -1.29744 1.34728 2.13706
```

Properties
Charge: +2
Multiplicity: 1
Largest force on an atom, Eh/bohr: 0.11504
Kohn-Sham gap, eV: 7.36
Energy above the lowest of the compared OMol25 structures with the same formula, charge and spin, kcal per mole: 0.00
LUMO, eV: -9.125
E_HOMO, eV: -16.48

This record from the Open Molecules 2025 dataset describes a cluster of 4 separate species, C28H66BFIN2O12P2S in total in a non-equilibrium geometry. The level of theory is ωB97M-V/def2-TZVPD.

```
114
Properties=species:S:1:pos:R:3
C 4.02515 -3.20089 -0.54680
C 3.29275 -2.89125 -1.83654
O 1.89376 -2.97951 -1.56877
C 1.03261 -2.25105 -2.41889
P 1.19104 -2.69218 -4.24279
N 0.33510 -1.81988 -5.22421
O 1.37946 -0.91527 -2.52036
B 0.53233 -0.11032 -1.64418
C 0.21793 1.38294 -2.17988
C 0.85526 1.80879 -3.49889
C 0.49495 3.23943 -3.86518
I 3.00501 1.66363 -3.53575
P 1.23218 0.02950 0.25497
S 2.65664 1.35064 0.70762
O -0.72987 -0.91693 -1.60647
C -0.42909 -2.28246 -1.78305
C -1.47803 -2.87588 -2.73306
N -1.37234 -4.32419 -2.98477
C -0.48497 -3.00397 -0.42245
C -1.65374 -2.48398 0.40102
F -1.99475 -3.44513 1.38608
H 3.52305 -4.01067 -0.01537
H 5.04316 -3.52818 -0.76654
H 4.08089 -2.32104 0.09456
H 3.53407 -1.88080 -2.17529
H 3.57573 -3.60182 -2.62045
H 0.91782 -4.07122 -4.31381
H 2.58320 -2.63388 -4.41758
H 0.91730 -1.23591 -5.81426
H -0.86129 1.37758 -2.38814
H 0.39408 2.16762 -1.43532
H 0.50796 1.13532 -4.28150
H 0.97554 3.56317 -4.78849
H 0.80439 3.91988 -3.06997
H -0.59223 3.31472 -3.96620
H 0.07562 0.27313 1.02559
H 1.60006 -1.23031 0.76665
H -2.46330 -2.68475 -2.30477
H -1.43935 -2.32602 -3.67355
H -0.43027 -4.65474 -2.80219
H -1.96007 -4.82914 -2.33195
H 0.43476 -2.85374 0.13157
H -0.61783 -4.08165 -0.54581
H -1.40504 -1.56867 0.93410
H -2.55082 -2.31366 -0.19527
C -2.75739 -0.40925 -5.43018
O -2.81516 0.12870 -6.73937
C -1.82598 -0.42906 -7.58418
C -2.24402 -0.32700 -9.03205
O -3.23611 -1.27108 -9.41788
C -4.56913 -0.98437 -9.04251
C -5.25579 0.02740 -9.93284
O -4.84847 1.34630 -9.62386
C -5.07700 2.24594 -10.67764
H -1.79226 -0.21353 -4.95477
H -3.55501 0.05624 -4.85253
H -2.90786 -1.49451 -5.44721
H -1.63999 -1.47547 -7.31898
H -0.87888 0.11492 -7.45575
H -1.37212 -0.57077 -9.64325
H -2.55843 0.69255 -9.26906
H -4.63371 -0.67644 -7.99645
H -5.10691 -1.92852 -9.16086
H -6.34352 -0.06257 -9.79262
H -5.02564 -0.20361 -10.98155
H -4.54827 1.93758 -11.58797
H -4.70298 3.21864 -10.36342
H -6.14611 2.33610 -10.91074
C -0.57550 0.87302 7.34289
O -1.39931 1.32828 6.29610
C -0.62137 1.85051 5.23166
C -1.31788 1.73463 3.89826
O -1.30150 0.42190 3.37208
C -2.22887 -0.52211 3.87363
C -3.63615 -0.33268 3.35769
O -4.29393 0.72660 4.03237
C -5.37621 1.23986 3.29688
H 0.02911 1.68649 7.76224
H -1.21291 0.46277 8.12466
H 0.10490 0.08862 6.99030
H 0.33133 1.31029 5.16514
H -0.39861 2.90994 5.42514
H -0.73325 2.32596 3.18961
H -2.33052 2.14414 3.94048
H -2.22145 -0.55498 4.96659
H -1.88008 -1.48581 3.49459
H -4.19518 -1.26745 3.50669
H -3.59449 -0.12793 2.28019
H -5.05293 1.61186 2.31747
H -5.79803 2.06532 3.86805
H -6.15547 0.48296 3.13995
C 6.38935 3.73097 9.79510
O 5.89630 2.56060 9.19242
C 4.91757 1.90749 9.97674
C 4.00966 1.05319 9.12134
O 3.04518 1.78814 8.39259
C 3.47178 2.44944 7.20889
C 3.68475 1.53725 6.02328
O 4.91426 0.84458 6.12581
C 4.94796 -0.30032 5.30231
H 6.90041 3.51616 10.74230
H 7.10258 4.17681 9.10446
H 5.58384 4.44929 9.98913
H 4.30965 2.64436 10.51739
H 5.41071 1.26079 10.71755
H 3.43090 0.42291 9.80119
H 4.59853 0.40481 8.46799
H 4.36067 3.05765 7.39138
H 2.64520 3.11554 6.95209
H 3.67549 2.14461 5.10820
H 2.85220 0.82408 5.96183
H 4.14343 -0.99872 5.56158
H 5.90804 -0.78760 5.46295
H 4.85185 -0.03961 4.24275
```

Properties
Charge: -1
Multiplicity: 1
Largest force on an atom, Eh/bohr: 0.01983
Kohn-Sham gap, eV: 6.88
LUMO, eV: 2.285
E_HOMO, eV: -4.60

- Which of these has the highest largest force on an atom?
  C21H37AlCl6F13NNaO12P2Si

- largest force on an atom of number 3 (C21H37AlCl6F13NNaO12P2Si)?
  0.19423 Eh/bohr

- What is the formula in the fourth record?
  C3H15NO3